Molecular formula: CH3NO2S2
Method: DFT, the ωB97M-V functional and the def2-TZVPD basis

Calculated values
Relative energy (zero: lowest compared OMol25 entry of this formula, charge and spin) in kcal per mole: 72.0
HOMO (spin up / spin down) in eV: -8.69 / -9.07
LUMO level (spin up / spin down) in eV: -0.753 / -0.842
Max |F| in eV Å⁻¹: 4.691

Last column: natural (NBO) charge in e.
Cartesian coordinates (Å):
C (-0.246, -0.549, 0.679)  -0.309
N (0.788, -0.962, -0.119)  -0.165
O (-0.173, 2.439, 0.143)  -0.869
O (1.454, 0.003, -0.682)  -0.423
S (-1.556, 0.134, -0.584)  -0.118
S (-0.206, 1.709, -1.084)  1.057
H (-0.721, -1.339, 1.084)  0.215
H (0.087, 0.412, 1.267)  0.261
H (0.573, -1.847, -0.704)  0.353

Molecular formula: C2H5NS2
Method: DFT, the ωB97M-V functional and the def2-TZVPD basis

Calculated values
Relative energy (zero: lowest compared OMol25 entry of this formula, charge and spin) in kcal per mole: 210.5
HOMO in eV: -8.68
LUMO level in eV: -0.526
Max |F| in eV Å⁻¹: 4.836

Last column: natural (NBO) charge in e.
Cartesian coordinates (Å):
C (-0.001, 1.203, 0.060)  -0.428
C (-0.786, -1.056, 0.014)  0.001
H (-1.647, 1.135, -0.411)  0.271
H (0.338, 1.890, 1.739)  0.153
H (0.909, 1.901, -0.997)  0.234
H (1.957, -1.102, -1.095)  0.117
H (-0.177, -1.962, 0.113)  0.208
N (0.193, -0.173, 0.203)  -0.632
S (1.746, -1.030, 0.217)  0.207
S (-2.531, -0.805, 0.156)  -0.132

Molecular formula: C4H6N2O
Method: DFT, the ωB97M-V functional and the def2-TZVPD basis

Calculated values
Relative energy (zero: lowest compared OMol25 entry of this formula, charge and spin) in kcal per mole: 100.0
HOMO in eV: -7.92
LUMO level in eV: 0.669
Max |F| in eV Å⁻¹: 1.033

Last column: natural (NBO) charge in e.
Cartesian coordinates (Å):
N (-1.845, 0.725, -0.049)  -0.841
C (-0.451, 0.412, 0.015)  -0.085
C (-0.004, -0.897, 0.034)  0.400
O (-0.702, -2.032, 0.216)  -0.657
N (1.337, -0.861, -0.121)  -0.488
C (1.757, 0.451, -0.176)  -0.071
C (0.683, 1.347, -0.111)  -0.487
H (-2.072, 0.775, -1.041)  0.371
H (-1.981, 1.681, 0.275)  0.379
H (-1.612, -1.719, 0.365)  0.506
H (1.933, -1.677, -0.074)  0.422
H (2.811, 0.652, -0.343)  0.208
H (0.147, 1.145, 1.009)  0.344